Formula: C34H32BrCoO2Sb
Source: OMol25
Level of theory: wB97M-V/def2-TZVPD

Its LUMO energy (alpha / beta) is 4.0 / 4.0 eV. Its largest force on an atom is 0.0118 Eh/bohr. As for the multiplicity: 4. As for the net charge: -2. For the orbital gap (alpha / beta), the calculation gives 3.44 / 4.18 eV. The energy above the lowest of the compared OMol25 structures with the same formula, charge and spin comes out at 0.000 eV. The expectation value of S² is 3.79.

Geometry as XYZ:
```
71
Properties=species:S:1:pos:R:3:forces:R:3
Co 0.099 0.712 0.147 0.5247 0.0152 0.3090
C 1.753 0.894 1.806 -0.1295 0.0083 0.0126
C 2.361 1.091 0.545 0.0082 0.0259 -0.1314
C 1.908 2.336 0.026 0.0098 -0.0793 0.0190
C 1.037 2.903 0.977 -0.1044 -0.0039 0.0293
C 0.938 2.018 2.072 -0.0196 0.0257 -0.0411
H 1.842 0.009 2.419 0.0363 0.0161 -0.0005
H 3.068 0.424 0.076 0.0045 -0.0092 -0.0005
H 2.173 2.766 -0.931 0.0172 -0.0195 0.0019
H 0.439 3.793 0.840 0.0573 0.0489 -0.0066
H 0.260 2.131 2.904 0.0341 -0.0179 0.0489
C 2.396 0.877 -5.046 -0.0072 0.0616 0.0028
C 1.430 1.939 -4.587 0.0173 0.0242 -0.0153
C 1.488 3.203 -5.173 0.0011 -0.0624 0.0159
C 0.628 4.220 -4.783 0.0097 0.0670 -0.0416
C -0.299 3.987 -3.780 -0.0032 -0.0778 0.0317
C -0.366 2.731 -3.188 -0.0048 0.0942 -0.0668
C 0.473 1.690 -3.595 0.0683 0.0037 0.0529
Sb 0.144 -0.081 -2.371 -0.1006 -0.0100 -0.1885
C 1.097 -1.739 -3.520 -0.0845 -0.0932 -0.1955
C 0.437 -2.441 -4.529 0.0675 0.0019 0.0104
C 0.961 -3.604 -5.086 -0.0273 0.0507 0.0360
C 2.166 -4.101 -4.617 0.0306 -0.0487 -0.0418
C 2.826 -3.434 -3.596 -0.0155 0.0651 0.0272
C 2.306 -2.268 -3.039 0.0395 0.0730 0.1452
C 3.022 -1.616 -1.883 -0.0173 -0.0110 -0.0505
C -1.801 -0.574 -3.213 0.0182 -0.0032 0.1840
C -2.590 -1.268 -2.291 -0.0505 -0.0185 0.0396
C -3.864 -1.718 -2.609 0.0501 0.0254 0.0005
C -4.383 -1.451 -3.866 -0.0218 0.0109 -0.0244
C -3.616 -0.756 -4.788 0.0457 0.0017 0.0237
C -2.323 -0.316 -4.489 -0.0931 -0.0252 -0.0318
C -1.563 0.398 -5.581 0.0203 -0.0759 0.0344
H 3.048 1.259 -5.835 -0.0186 -0.0045 0.0215
H 1.872 -0.002 -5.422 -0.0048 -0.0392 -0.0189
H 3.028 0.532 -4.224 -0.0139 -0.0151 0.0195
H 2.226 3.392 -5.947 -0.0073 -0.0064 0.0077
H 0.695 5.195 -5.253 0.0040 -0.0029 -0.0031
H -0.961 4.778 -3.450 -0.0057 -0.0070 0.0096
H -1.075 2.552 -2.382 0.0061 -0.0150 0.0143
H -0.528 -2.098 -4.882 -0.0230 0.0352 -0.0098
H 0.419 -4.125 -5.868 -0.0051 0.0058 -0.0006
H 2.583 -5.014 -5.028 -0.0096 0.0052 0.0030
H 3.755 -3.835 -3.204 -0.0070 0.0035 0.0015
H 3.962 -2.125 -1.664 -0.0103 -0.0026 0.0062
H 2.391 -1.631 -0.988 0.0258 -0.0096 -0.0251
H 3.245 -0.566 -2.090 0.0192 0.0123 0.0006
H -2.196 -1.454 -1.296 -0.0091 0.0566 -0.0320
H -4.445 -2.263 -1.874 0.0185 0.0109 -0.0060
H -5.381 -1.784 -4.131 0.0088 -0.0009 -0.0083
H -4.018 -0.553 -5.776 -0.0048 -0.0074 0.0094
H -2.009 0.168 -6.552 0.0107 0.0195 0.0015
H -0.518 0.089 -5.606 0.0253 0.0128 0.0007
H -1.571 1.481 -5.448 -0.0002 -0.0009 0.0418
C -1.746 1.040 0.118 -0.4383 0.0848 -0.1868
H -2.579 0.337 -0.027 -0.0089 0.0629 -0.0546
H -2.174 2.032 0.345 0.0253 -0.0359 0.0132
Br -0.789 -8.225 0.689 0.0015 -0.0035 -0.0094
C -0.756 -6.509 -0.171 0.0352 0.0355 0.1160
C -1.213 -6.417 -1.474 -0.0188 -0.0602 -0.0490
C -1.187 -5.174 -2.087 0.0174 0.1121 -0.0153
C -0.720 -4.061 -1.399 -0.0244 -0.1022 -0.0764
C -0.263 -4.173 -0.095 0.1369 0.2064 0.1009
C -0.280 -5.416 0.527 -0.0166 -0.0962 0.0071
C 0.292 -2.939 0.675 -0.1555 -0.2150 -0.0557
O 0.752 -3.183 1.799 0.0809 0.0475 0.0765
O 0.212 -1.850 0.056 -0.0398 -0.1652 -0.0533
H -1.573 -7.294 -1.995 -0.0014 -0.0019 0.0111
H -1.530 -5.074 -3.111 -0.0023 0.0218 0.0032
H -0.695 -3.089 -1.867 0.0318 -0.0107 -0.0513
H 0.089 -5.486 1.541 -0.0031 0.0063 0.0018
```
Forces are in eV/Å.

---

Formula: C34H32BrCoO2Sb
Source: OMol25
Level of theory: wB97M-V/def2-TZVPD

Its LUMO energy (alpha / beta) is 3.9 / 3.9 eV. Its largest force on an atom is 0.0110 Eh/bohr. As for the multiplicity: 4. As for the net charge: -2. For the orbital gap (alpha / beta), the calculation gives 2.92 / 3.29 eV. The energy above the lowest of the compared OMol25 structures with the same formula, charge and spin comes out at 0.219 eV. The expectation value of S² is 3.80.

Geometry as XYZ:
```
71
Properties=species:S:1:pos:R:3:forces:R:3
Co -0.048 0.217 0.335 -0.5634 -0.0002 -0.0513
C 1.143 -0.335 2.303 0.2665 -0.2008 0.3180
C 0.152 -1.311 2.055 0.1664 -0.3032 0.3501
C 0.543 -2.052 0.920 -0.0384 0.0516 -0.0206
C 1.780 -1.532 0.461 -0.0647 0.0207 -0.0623
C 2.149 -0.479 1.322 -0.0133 0.0941 -0.0284
H 1.150 0.366 3.124 -0.0666 0.0857 -0.0806
H -0.728 -1.488 2.654 -0.0749 0.0998 -0.0838
H -0.004 -2.877 0.487 -0.0391 0.0102 -0.0099
H 2.332 -1.872 -0.405 -0.0012 0.0141 -0.0277
H 3.035 0.133 1.226 -0.0293 0.0528 -0.0346
C -4.347 -2.705 -3.152 -0.0603 -0.0196 -0.0381
C -3.093 -3.453 -2.781 -0.0640 0.0428 -0.0341
C -3.130 -4.846 -2.846 -0.0286 -0.0410 0.0011
C -2.019 -5.624 -2.559 0.0068 -0.0252 0.0000
C -0.836 -5.000 -2.199 -0.0005 0.0110 0.0077
C -0.799 -3.615 -2.123 0.0232 -0.0286 -0.0151
C -1.903 -2.807 -2.411 0.0884 -0.0105 0.0747
Sb -1.284 -0.677 -2.119 0.0641 0.1111 -0.0388
C -3.055 0.288 -2.870 0.0656 0.0521 0.0617
C -3.039 0.986 -4.071 0.0035 0.0386 -0.0416
C -4.155 1.677 -4.521 -0.0225 -0.0086 0.0197
C -5.303 1.696 -3.741 -0.0039 0.0311 -0.0578
C -5.309 1.045 -2.518 -0.0159 -0.0340 0.0851
C -4.194 0.346 -2.059 -0.0431 -0.0266 0.0311
C -4.206 -0.295 -0.702 -0.0055 0.0408 0.0700
C -0.055 -0.789 -3.942 -0.0677 0.0133 0.0234
C 1.248 -0.359 -3.688 -0.0203 -0.0010 0.0060
C 2.222 -0.316 -4.676 -0.0121 0.0100 0.0267
C 1.900 -0.715 -5.961 0.0157 -0.0117 -0.0594
C 0.621 -1.180 -6.226 0.0368 -0.0182 -0.0097
C -0.359 -1.242 -5.236 0.0348 -0.0216 0.0144
C -1.689 -1.841 -5.603 -0.0698 -0.0072 0.0059
H -5.087 -3.393 -3.567 -0.0145 -0.0035 -0.0193
H -4.149 -1.925 -3.887 0.0225 -0.0012 -0.0240
H -4.796 -2.206 -2.293 -0.0034 -0.0838 -0.0680
H -4.058 -5.329 -3.137 -0.0038 -0.0055 -0.0030
H -2.080 -6.705 -2.618 0.0009 -0.0084 -0.0044
H 0.050 -5.580 -1.968 0.0119 -0.0161 0.0026
H 0.135 -3.144 -1.829 0.0292 0.0231 0.0164
H -2.127 1.016 -4.656 0.0432 -0.0318 -0.0226
H -4.121 2.210 -5.464 -0.0046 0.0148 -0.0222
H -6.184 2.234 -4.073 -0.0021 0.0069 -0.0082
H -6.194 1.085 -1.891 -0.0067 0.0054 -0.0038
H -5.198 -0.235 -0.246 -0.0035 -0.0093 0.0062
H -3.471 0.198 -0.038 -0.0100 0.0044 -0.0178
H -3.912 -1.348 -0.743 0.0279 0.0392 0.0441
H 1.510 -0.043 -2.684 0.0116 0.0489 0.0623
H 3.216 0.041 -4.438 0.0291 0.0051 -0.0006
H 2.639 -0.673 -6.754 0.0029 -0.0039 -0.0101
H 0.371 -1.516 -7.228 0.0054 -0.0024 -0.0197
H -1.724 -2.061 -6.672 -0.0174 -0.0016 -0.0030
H -2.518 -1.175 -5.366 -0.0333 0.0476 0.0456
H -1.858 -2.768 -5.054 0.0110 -0.0224 0.0023
C -1.588 1.250 0.933 0.3596 0.0265 -0.1116
H -1.949 1.288 1.975 -0.0707 -0.1084 0.0192
H -2.043 2.097 0.391 -0.1100 -0.0110 -0.0528
Br 0.701 6.002 -5.740 0.0018 0.0428 -0.0438
C 1.451 5.003 -4.296 0.1314 -0.0921 0.1524
C 2.749 5.285 -3.891 -0.0066 0.0636 -0.0612
C 3.295 4.559 -2.839 -0.0919 -0.0122 -0.0244
C 2.547 3.576 -2.206 -0.1564 0.0868 -0.1118
C 1.250 3.304 -2.631 -0.0884 -0.1398 0.1530
C 0.694 4.020 -3.689 0.1515 -0.0388 0.0534
C 0.435 2.184 -1.956 0.2656 0.2681 0.0276
O -0.632 1.881 -2.531 0.0320 -0.1225 0.0077
O 0.956 1.684 -0.937 0.0575 0.0418 -0.3864
H 3.318 6.058 -4.392 -0.0086 -0.0189 0.0108
H 4.308 4.766 -2.513 -0.0024 0.0270 -0.0247
H 2.937 3.004 -1.375 -0.0140 -0.0299 0.0087
H -0.309 3.776 -4.012 -0.0132 -0.0105 0.0292
```
Forces are in eV/Å.

---

Formula: C34H32CoN6O3
Source: OMol25
Level of theory: wB97M-V/def2-TZVPD

Its LUMO energy (alpha / beta) is 0.5 / 0.5 eV. Its largest force on an atom is 0.0147 Eh/bohr. As for the multiplicity: 2. For the orbital gap (alpha / beta), the calculation gives 7.17 / 7.20 eV. The expectation value of S² is 0.76.

Geometry as XYZ:
```
76
Properties=species:S:1:pos:R:3:forces:R:3
Co 0.168 -0.001 -0.021 -0.4809 0.4367 -0.3889
C -0.837 -1.122 2.737 0.0989 -0.0055 -0.0806
C -0.204 0.133 3.335 -0.0320 -0.0005 -0.2162
C -0.389 1.434 2.581 0.1664 -0.0058 0.0210
C -0.878 2.534 3.275 -0.0159 0.0637 0.0503
C -0.963 3.769 2.654 0.0072 0.0363 0.0102
C -0.529 3.889 1.347 -0.0183 0.0196 0.0901
C -0.063 2.756 0.709 0.0705 0.0432 0.0801
N -0.012 1.558 1.298 -0.0503 -0.2653 -0.3609
N -0.096 -1.713 1.611 0.3924 -0.0139 0.2454
C -0.921 -2.675 0.882 -0.0379 0.2343 -0.1260
C -0.652 -2.664 -0.607 0.1652 -0.0576 0.0559
C -1.273 -3.597 -1.424 0.0708 -0.1320 -0.0184
C -1.044 -3.563 -2.785 0.0038 0.0299 -0.0125
C -0.172 -2.611 -3.296 -0.0181 -0.1439 -0.0637
C 0.405 -1.715 -2.424 0.1810 0.0403 0.0573
N 0.163 -1.728 -1.107 -0.5317 0.3641 0.1203
C 1.137 -2.388 2.042 -0.0521 0.0180 -0.0090
C 2.374 -1.531 2.211 -0.0631 0.0781 -0.0357
C 3.429 -1.957 3.011 0.0359 -0.0701 0.0786
C 4.572 -1.176 3.066 0.0236 -0.0235 -0.0039
C 4.626 -0.002 2.326 0.0382 -0.0023 0.0251
C 3.527 0.336 1.552 -0.1140 0.0541 0.0075
N 2.427 -0.416 1.505 -0.0448 0.1281 0.0576
H -1.821 -0.851 2.368 -0.0837 -0.0554 -0.0430
H -0.955 -1.869 3.536 0.0325 -0.0095 0.0300
H 0.863 -0.016 3.509 0.0151 0.0143 -0.0032
H -0.659 0.268 4.316 0.0061 0.0354 0.0602
H -1.189 2.418 4.305 0.0206 -0.0142 -0.0418
H -1.351 4.627 3.193 0.0016 -0.0478 -0.0300
H -0.562 4.832 0.820 0.0188 -0.0139 -0.0046
H 0.283 2.787 -0.315 -0.0111 -0.0270 0.0530
H -1.970 -2.423 1.011 -0.0422 0.0700 0.0375
H -0.776 -3.690 1.270 -0.0356 -0.0948 -0.0255
H -1.934 -4.333 -0.983 -0.0055 0.0074 -0.0124
H -1.540 -4.265 -3.442 0.0105 -0.0132 -0.0038
H 0.046 -2.549 -4.353 -0.0035 0.0006 0.0278
H 1.081 -0.947 -2.779 -0.0961 -0.0084 0.0413
H 1.388 -3.125 1.276 -0.0031 -0.0306 -0.0247
H 0.952 -2.942 2.971 0.0144 -0.1072 0.0488
H 3.354 -2.881 3.572 0.0077 0.0415 -0.0092
H 5.414 -1.483 3.675 -0.0405 0.0238 -0.0078
H 5.503 0.634 2.343 -0.0621 -0.0440 -0.0162
H 3.516 1.224 0.926 -0.0270 -0.1254 0.0477
C 4.205 -0.913 -1.394 0.0208 -0.0304 -0.2528
O 4.424 0.427 -1.823 0.0461 -0.0541 0.3541
C 3.429 0.963 -2.605 -0.0003 0.0528 -0.1318
C 3.791 1.456 -3.838 -0.0509 -0.0201 -0.1122
C 2.846 2.024 -4.697 0.0484 -0.0038 -0.0315
C 1.527 2.056 -4.303 -0.0599 -0.0077 -0.0267
C 1.131 1.580 -3.046 0.0090 -0.0596 0.0853
C -0.285 1.615 -2.713 0.0417 0.1599 -0.2553
N -0.793 1.145 -1.641 0.0507 -0.2086 0.0568
N -2.166 1.298 -1.524 0.0451 -0.1210 0.1788
C -2.606 0.597 -0.513 0.0720 -0.1340 0.1531
O -1.912 -0.170 0.260 0.0840 0.1116 -0.2075
C -4.073 0.693 -0.227 0.0322 -0.0327 0.0231
C -4.664 -0.230 0.627 -0.1122 -0.0179 0.0583
C -6.023 -0.162 0.914 0.0627 0.0070 -0.0197
C -6.800 0.841 0.355 0.0218 0.0209 -0.0136
C -6.213 1.773 -0.496 0.0321 -0.0219 0.0106
C -4.859 1.699 -0.788 -0.0384 -0.0167 -0.0335
C 2.095 1.079 -2.122 -0.4001 0.1623 0.1751
O 1.807 0.771 -0.895 0.5009 -0.3227 0.1667
H 5.096 -1.209 -0.841 -0.0394 0.0157 0.0069
H 4.089 -1.576 -2.261 0.0419 0.0476 0.0066
H 3.324 -0.998 -0.760 -0.0434 0.0541 0.0031
H 4.834 1.384 -4.127 -0.0468 -0.0152 0.0207
H 3.150 2.407 -5.663 -0.0295 -0.0091 0.0359
H 0.765 2.456 -4.968 0.0581 -0.0201 0.0507
H -0.970 2.059 -3.442 0.0829 0.0265 0.0029
H -4.048 -1.006 1.065 -0.0096 0.0300 -0.0157
H -6.473 -0.893 1.576 0.0141 0.0189 -0.0139
H -7.859 0.900 0.582 0.0486 0.0040 -0.0211
H -6.818 2.560 -0.932 0.0339 -0.0241 0.0077
H -4.389 2.410 -1.454 -0.0280 -0.0192 0.0312
```
Forces are in eV/Å.